# 1
A structure of composition C33H40BrI2N7OPPbS2Se2, computed with ωB97M-V/def2-TZVPD.

Values from the calculation:
Relative energy (zero: lowest compared OMol25 entry of this formula, charge and spin)   7.83 kcal/mol
Kohn-Sham gap   0.2701 Eh

ORCA input file:
```
! wB97M-V def2-TZVPD RIJCOSX def2/J DEFGRID3
* xyz 3 1
Pb 0.4293 1.1465 -1.2108
O 0.8921 1.6028 -7.8431
C 0.8588 1.4272 -6.5278
C 1.8898 0.8454 -5.7829
C 1.7281 0.7235 -4.4239
N 0.6283 1.1275 -3.7678
C -0.3358 1.6776 -4.5009
Br -1.8863 2.2517 -3.5671
C -0.2907 1.8545 -5.8610
H 1.7175 1.2916 -8.2405
H 2.7970 0.4986 -6.2599
H 2.5022 0.2748 -3.8129
H -1.1048 2.3050 -6.4095
Se -2.6507 -0.0853 1.0631
P -1.1179 0.5188 2.7347
Se 0.8033 0.9992 1.9773
C -1.1676 -0.9448 3.7634
C -1.3166 -2.2076 3.1906
C -1.2345 -3.3366 3.9879
C -0.9818 -3.2062 5.3480
C -0.8129 -1.9505 5.9151
C -0.9026 -0.8132 5.1272
C -1.9305 1.8845 3.5645
C -3.0207 1.6506 4.4091
C -3.6528 2.7230 5.0173
C -3.2240 4.0223 4.7630
C -2.1549 4.2557 3.9078
C -1.5013 3.1873 3.3101
H -1.4916 -2.3176 2.1242
H -1.3696 -4.3180 3.5534
H -0.9128 -4.0895 5.9686
H -0.6098 -1.8549 6.9730
H -0.7612 0.1645 5.5708
H -3.3440 0.6371 4.6187
H -4.4638 2.5470 5.7122
H -3.7103 4.8550 5.2555
H -1.8065 5.2651 3.7323
H -0.6333 3.3569 2.6839
I -0.5618 4.7590 -0.3368
I 0.6652 5.9904 -2.3420
S -3.0639 1.9229 0.2988
C -4.4651 2.4862 1.1993
N -5.3275 1.6473 1.7879
C -6.4547 2.0591 2.4070
C -6.7709 3.3891 2.4279
C -5.9039 4.2916 1.8073
C -4.7445 3.8458 1.2016
H -5.1009 0.6551 1.7800
H -7.0644 1.2872 2.8543
H -7.6748 3.7205 2.9173
H -6.1330 5.3495 1.8106
H -4.0543 4.5321 0.7288
S 3.0749 1.6931 -1.0311
C 4.2663 0.6803 -1.7748
N 5.3039 1.2765 -2.3397
C 6.4727 0.5684 -2.8758
C 6.5859 -0.7888 -2.2074
C 5.2492 -1.5043 -2.2958
N 4.1856 -0.6445 -1.7606
H 5.2930 2.2849 -2.3500
H 7.3511 1.1798 -2.6816
H 6.3656 0.4642 -3.9572
H 6.8768 -0.6702 -1.1626
H 7.3560 -1.3767 -2.7033
H 5.2567 -2.4227 -1.7131
H 5.0207 -1.7675 -3.3313
H 3.4599 -1.0499 -1.1734
C 2.7623 -4.1319 0.2085
C 2.4584 -2.8823 1.0034
N 1.9378 -1.8700 0.0796
C 0.9830 -2.2010 -0.8555
N 0.3480 -1.2088 -1.4572
C -0.6247 -1.5509 -2.5011
C -1.3183 -2.8636 -2.2036
C -0.2607 -3.9332 -2.0653
N 0.7838 -3.4988 -1.1327
C 1.4912 -4.5994 -0.4633
H 3.1463 -4.9200 0.8539
H 3.5268 -3.9182 -0.5417
H 3.3531 -2.4751 1.4714
H 1.7346 -3.0963 1.7972
H 1.7183 -0.9921 0.5384
H -0.1269 -1.6055 -3.4749
H -1.3590 -0.7435 -2.5716
H -2.0107 -3.1255 -3.0025
H -1.8915 -2.7797 -1.2764
H 0.1897 -4.1678 -3.0335
H -0.6846 -4.8564 -1.6695
H 1.7061 -5.3543 -1.2205
H 0.8162 -5.0536 0.2684
*
```

=====

# 2
A structure of composition C33H40N2O2PdS3Si, computed with ωB97M-V/def2-TZVPD.

Values from the calculation:
Kohn-Sham gap   0.1843 Eh

ORCA input file:
```
! wB97M-V def2-TZVPD RIJCOSX def2/J DEFGRID3
* xyz -2 1
Pd 0.3091 -0.1066 -0.9208
N -1.8384 0.2913 -2.3286
C -2.2095 0.4191 -3.7284
C -2.4994 -0.9353 -4.3796
C -1.3041 -1.7363 -4.8999
C -0.2683 -2.1746 -3.8622
N 0.8077 -1.1975 -3.7017
H -2.6098 -0.0803 -1.7836
H -1.5708 1.2066 -1.9212
H -1.3807 0.9118 -4.2464
H -3.0918 1.0674 -3.8698
H -3.1887 -0.7750 -5.2178
H -3.0450 -1.5462 -3.6498
H -0.7773 -1.1486 -5.6598
H -1.7004 -2.6238 -5.4073
H 0.1905 -3.1152 -4.1827
H -0.7806 -2.3838 -2.9096
H 1.4968 -1.6266 -3.0749
H 0.4455 -0.4378 -3.1161
O 1.8790 -2.1051 -1.0469
C 1.8370 -3.0082 -0.0643
C 3.1105 -2.8523 0.7876
C 3.2612 -2.4376 2.0784
C 4.6131 -2.1786 2.4402
C 5.4748 -2.3819 1.4064
S 4.6412 -2.8614 -0.0092
C 1.7141 -4.4422 -0.6509
C 0.5941 -4.9172 -1.2717
C 0.7510 -6.2144 -1.8229
C 1.9965 -6.7258 -1.6063
S 2.9670 -5.6199 -0.7321
C 0.6212 -2.8730 0.8708
C 0.3439 -3.5167 2.0430
C -0.9124 -3.1495 2.5977
C -1.5643 -2.2386 1.8177
S -0.6625 -1.8207 0.4203
H 2.4231 -2.2826 2.7398
H 4.9178 -1.8354 3.4191
H 6.5447 -2.2608 1.3966
H -0.3123 -4.3322 -1.3351
H -0.0283 -6.7411 -2.3567
H 2.3889 -7.6828 -1.9063
H 1.0237 -4.2284 2.4929
H -1.3037 -3.5340 3.5311
H -2.5177 -1.7694 1.9957
C -0.8485 5.1095 2.3386
C -0.6857 4.8140 0.8492
C -1.8804 5.4179 0.1071
C 0.5908 5.4848 0.3399
Si -0.6147 2.9408 0.3467
O -0.8136 2.8234 -1.2145
C -2.0507 2.1340 1.3186
C -1.9464 1.5549 2.5846
C -3.0528 1.0349 3.2455
C -4.3021 1.0659 2.6432
C -4.4305 1.6111 1.3718
C -3.3185 2.1365 0.7259
C 1.0069 2.2321 1.0594
C 1.4578 2.4190 2.3713
C 2.6731 1.9093 2.8120
C 3.4789 1.1845 1.9417
C 3.0543 0.9618 0.6421
C 1.8310 1.4707 0.2158
H -1.0401 6.1821 2.4915
H 0.0511 4.8633 2.9052
H -1.6833 4.5578 2.7779
H -1.8963 6.5102 0.2414
H -2.8270 5.0277 0.4917
H -1.8331 5.1852 -0.9560
H 0.5578 6.5692 0.5240
H 0.7107 5.3269 -0.7330
H 1.4795 5.0857 0.8338
H -0.9750 1.4818 3.0564
H -2.9318 0.5767 4.2206
H -5.1658 0.6512 3.1516
H -5.3979 1.6206 0.8809
H -3.4186 2.5389 -0.2753
H 0.8498 2.9754 3.0763
H 2.9897 2.0736 3.8371
H 4.4189 0.7663 2.2829
H 3.6316 0.3380 -0.0294
H 1.5443 1.3658 -0.8509
*
```

=====

# 3
A structure of composition C33H41AsKSb2, computed with ωB97M-V/def2-TZVPD.

Values from the calculation:
Relative energy (zero: lowest compared OMol25 entry of this formula, charge and spin)   0.00 kcal/mol
Kohn-Sham gap   0.3059 Eh

ORCA input file:
```
! wB97M-V def2-TZVPD RIJCOSX def2/J DEFGRID3
* xyz 1 1
K 1.8141 0.0173 1.2453
C -1.0592 0.7519 0.6804
C -0.7113 -0.1123 -0.5205
C -0.4098 0.6736 -1.7903
Sb 1.4656 1.7531 -1.7470
C 0.7811 3.3858 -0.5640
C -0.4121 4.0555 -0.8133
C -0.8813 5.0135 0.0725
C -0.1591 5.3161 1.2200
C 1.0425 4.6709 1.4714
C 1.5085 3.7137 0.5785
C 1.3097 2.6271 -3.6663
C 0.8343 1.9039 -4.7552
C 0.7861 2.4819 -6.0147
C 1.2184 3.7874 -6.1967
C 1.6960 4.5140 -5.1160
C 1.7434 3.9354 -3.8564
Sb -1.3264 -0.3441 2.5426
C -2.7557 -1.7006 1.7758
C -2.3945 -3.0429 1.6920
C -3.2647 -3.9721 1.1384
C -4.5040 -3.5636 0.6692
C -4.8735 -2.2280 0.7553
C -4.0029 -1.3007 1.3064
C -2.5938 1.1203 3.4053
C -3.6643 0.7635 4.2170
C -4.4555 1.7391 4.8069
C -4.1794 3.0814 4.5955
C -3.1104 3.4460 3.7891
C -2.3218 2.4707 3.1979
H -2.0102 1.2548 0.4863
H -0.3574 1.5762 0.8510
H -1.5539 -0.7890 -0.6995
H 0.1152 -0.8196 -0.3203
H -1.2155 1.3773 -2.0078
H -0.3431 -0.0092 -2.6404
H -0.9841 3.8315 -1.7070
H -1.8113 5.5277 -0.1318
H -0.5267 6.0666 1.9070
H 1.6220 4.9219 2.3503
H 2.4686 3.2395 0.7695
H 0.4928 0.8819 -4.6349
H 0.4099 1.9118 -6.8536
H 1.1833 4.2382 -7.1791
H 2.0320 5.5332 -5.2524
H 2.1095 4.5203 -3.0195
H -1.4312 -3.3737 2.0662
H -2.9775 -5.0138 1.0818
H -5.1868 -4.2853 0.2418
H -5.8427 -1.9098 0.3945
H -4.3023 -0.2604 1.3782
H -3.8992 -0.2813 4.3892
H -5.2886 1.4481 5.4327
H -4.7954 3.8407 5.0578
H -2.8907 4.4917 3.6171
H -1.4963 2.7847 2.5669
C 1.6440 -5.4230 1.4556
C 1.9803 -4.8067 0.1027
As 2.7014 -2.9890 0.3059
C 4.4074 -3.3661 1.2224
C 5.2421 -4.5120 0.6689
C 3.3652 -2.6365 -1.5107
C 2.2301 -2.3925 -2.4969
H 1.2119 -6.4172 1.3395
H 0.9239 -4.8118 2.0036
H 2.5337 -5.5249 2.0795
H 1.0848 -4.7420 -0.5186
H 2.7067 -5.4144 -0.4405
H 4.1590 -3.5503 2.2708
H 4.9807 -2.4343 1.2055
H 4.7200 -5.4652 0.7581
H 6.1810 -4.6049 1.2156
H 5.4937 -4.3633 -0.3814
H 3.9890 -3.4665 -1.8454
H 4.0086 -1.7551 -1.4391
H 1.5971 -3.2755 -2.6003
H 2.6087 -2.1428 -3.4886
H 1.5904 -1.5678 -2.1698
*
```